Entry 1:
A cluster of 5 separate species, C22H20BrCl12FN4 in total at a distorted geometry. Source: the OMol25 dataset; level of theory: ωB97M-V with the def2-TZVPD basis set.

Its structure (SMILES) is C=Cc1c(N)c([C@H](F)CC)c(Br)c2nc(-c3ccccn3)cnc12.ClC(Cl)Cl.ClC(Cl)Cl.ClC(Cl)Cl.ClC(Cl)Cl. For the orbital gap, the calculation gives 7.577 eV. The lowest unoccupied orbital energy is -0.6621 eV.

Geometry (Å):
Cl 4.65 -4.84 3.64
C -0.01 -0.53 -0.24
C -0.55 -1.85 -0.57
C 1.23 -1.72 -4.33
C 0.25 -3.03 -0.11
C 1.86 -1.33 0.81
H -1.51 -1.96 -1.12
Cl 0.28 -1.75 -2.83
H 0.63 -1.25 -5.10
C -7.30 1.83 1.17
C -3.22 3.93 -2.02
C -0.56 1.45 -1.93
Br -4.12 1.57 2.18
N -1.25 2.51 -2.44
N -1.91 1.03 0.13
C 12.34 -3.56 2.32
Cl 12.26 -3.75 0.57
H -6.21 5.18 0.60
H 3.09 -3.57 4.85
C -2.65 2.11 -0.34
C 3.02 -4.42 4.18
Cl 8.71 -5.48 1.17
C -3.82 2.55 0.50
F -5.74 4.17 2.30
C -0.88 0.70 -0.68
Cl 2.02 -3.95 2.79
C -7.24 3.26 0.51
C 7.76 -6.60 2.15
Cl 2.28 -5.76 5.06
H -5.52 6.07 -0.99
H -2.89 6.69 -2.55
C -2.71 6.02 -3.42
C -2.89 4.66 -3.36
H -2.37 6.48 -4.39
Cl 7.95 -8.26 1.56
H 2.83 -1.13 1.35
H -8.37 1.48 1.12
H -8.14 3.85 0.89
H -0.14 -4.06 -0.31
H 6.71 -6.33 2.06
Cl 10.99 -4.39 3.10
H -5.81 5.21 -2.43
N -5.12 5.49 -1.73
N 1.16 -0.23 0.40
H -6.91 1.82 2.23
C -4.37 4.37 -1.21
H 0.34 1.11 -2.52
Cl 2.70 -0.77 -4.10
H 2.10 -3.64 0.98
Cl 12.34 -1.84 2.76
C -4.70 3.66 0.09
C -2.32 2.79 -1.60
Cl 8.22 -6.49 3.85
C -5.96 4.12 0.91
H -7.34 3.14 -0.61
H -2.82 4.09 -4.33
C 1.50 -2.75 0.63
H 13.26 -4.00 2.67
Cl 1.63 -3.36 -4.85
H -6.69 1.06 0.61

---

Entry 2:
An isolated molecule of C4H5N3O at a distorted geometry. Source: the OMol25 dataset; level of theory: ωB97M-V with the def2-TZVPD basis set.

For the orbital gap (alpha / beta), the calculation gives 7.798 / 7.799 eV. The lowest unoccupied orbital energy (alpha / beta) is -0.5457 / -0.5446 eV.

Geometry (Å):
N 1.18 1.19 -0.49
C 1.87 0.11 0.01
H -2.97 0.61 -0.90
C 0.93 -0.89 0.40
H -2.60 -1.00 -0.09
C -2.35 0.10 -0.10
C -0.92 0.38 -0.23
H 1.68 2.03 -0.72
N -0.17 1.33 -0.64
N 0.94 -2.09 0.77
O 3.04 0.09 0.42
H 1.88 -2.47 0.70
H -2.51 0.62 0.87

---

Entry 3:
A structure of composition C12H23AlFN4O5S. Source: the OMol25 dataset; level of theory: ωB97M-V with the def2-TZVPD basis set.

For the orbital gap, the calculation gives 8.445 eV. As for the total charge: -1. The lowest unoccupied orbital energy is 2.8446 eV.

Geometry (Å):
H 2.73 -3.92 1.74
H 0.55 -4.30 4.43
H -0.97 4.75 -1.84
H -3.16 2.97 -2.84
H 1.11 2.51 -1.72
H 0.78 4.98 -1.73
H -1.36 1.74 1.21
H -0.60 0.24 0.67
H 0.25 -2.82 0.34
N 2.37 3.18 2.67
O 1.24 -0.89 -1.24
S -0.35 4.58 0.34
C -0.05 4.32 -1.43
H 1.68 -3.50 -0.45
H -3.91 1.69 -1.88
C 1.29 -4.35 3.63
C -1.41 0.95 0.45
H -2.36 0.42 0.62
O 1.16 -3.18 2.86
H 2.29 -4.42 4.08
F 2.49 -0.24 -2.97
H -3.05 3.29 0.06
C 1.06 -3.55 0.45
C 1.27 -0.54 -2.38
C -1.12 -0.01 -2.69
O 0.54 -4.87 0.54
H -0.98 -4.31 1.85
O -2.04 -0.65 -3.13
N 0.26 -0.42 -3.27
C 2.63 2.58 1.57
C 1.91 -3.20 1.65
H 0.07 2.97 -3.05
H 1.11 -5.25 3.03
H 0.52 0.15 -4.06
Al -1.38 1.62 -1.43
H 3.39 1.84 1.36
C -3.15 2.49 -1.85
H -1.07 -5.95 1.15
C -0.82 -4.91 0.95
N -3.49 3.52 -0.83
H -4.48 3.54 -0.65
C 1.00 3.85 1.15
C 0.11 2.89 -1.95
N 1.29 4.03 2.40
H 2.33 -2.21 1.50
O 1.80 2.94 0.55
H -1.48 -4.54 0.15

---

Entry 4:
A structure of composition C3H4LiMgO2 at a distorted geometry. Source: the OMol25 dataset; level of theory: ωB97M-V with the def2-TZVPD basis set.

For the orbital gap (alpha / beta), the calculation gives 5.777 / 5.066 eV. As for the expectation value of S²: 0.846. As for the spin multiplicity: 2. The lowest unoccupied orbital energy (alpha / beta) is -0.4549 / -1.1189 eV.

Geometry (Å):
O 0.51 0.86 -0.52
C -0.36 -0.29 -0.71
H 0.88 -2.03 -0.59
O -1.01 2.21 0.35
H -0.74 -0.29 -1.74
Mg 2.08 1.43 1.68
C 0.12 -1.45 -0.05
H 1.28 -0.69 1.05
Li -2.31 0.64 0.05
C 0.19 1.83 0.35
H -0.64 -2.22 0.13

---

Entry 5:
A structure of composition C37H24BrClIN4O6Ti at a distorted geometry. Source: the OMol25 dataset; level of theory: ωB97M-V with the def2-TZVPD basis set.

For the orbital gap (alpha / beta), the calculation gives 5.375 / 5.937 eV. As for the expectation value of S²: 2.061. As for the total charge: -1. As for the spin multiplicity: 3. The lowest unoccupied orbital energy (alpha / beta) is 1.7971 / 0.3543 eV.

Geometry (Å):
C 2.03 -3.08 -2.87
C 1.35 -0.11 6.94
C -3.11 -1.47 1.55
H -0.68 -1.40 -5.97
H -4.31 -3.05 0.71
C 0.88 -3.89 -2.93
N -1.50 1.45 -1.04
H 1.43 4.07 1.37
C -4.18 1.85 -1.65
C -2.25 3.34 1.99
C -1.96 -0.71 1.41
C -1.40 -0.46 -4.18
H 5.07 -2.52 -4.35
C 4.27 -1.34 -2.78
H -2.43 -0.77 -4.31
C 1.97 -1.95 -2.05
C 0.88 -0.34 -4.91
C -2.26 2.24 -0.27
H -1.08 -4.21 -2.18
C 2.90 1.62 5.44
H 3.86 2.14 7.28
H 5.09 -0.63 -2.76
Cl 3.22 -1.49 0.97
C -1.33 -1.99 -0.51
C 1.94 0.86 4.79
Ti 0.30 0.35 -0.65
C -0.21 4.31 2.75
C -1.04 0.30 -3.07
H 0.73 -0.78 7.51
H -2.04 4.33 3.88
C 3.24 -1.21 -1.71
C -0.26 -2.36 -1.45
C 4.26 -2.39 -3.64
C -1.55 4.03 2.96
N 0.84 -1.57 -1.43
H 3.01 -0.17 -1.46
H -4.21 3.12 0.04
H -2.72 -3.55 -1.08
O 4.25 -2.03 1.81
O 2.04 -2.30 0.99
C 2.33 0.65 7.56
Br 3.97 2.89 4.51
N -0.29 3.21 0.63
O -6.02 1.61 -3.11
H -3.83 0.64 -3.35
H 2.50 0.56 8.63
O 3.90 -1.83 -0.55
C -2.50 -2.75 -0.38
C -3.60 2.46 -0.55
C -2.03 0.89 -2.15
C -5.66 2.13 -2.04
C -0.43 -0.80 -5.10
C -0.23 -3.56 -2.19
H 1.66 -0.54 -5.63
H 0.89 -4.78 -3.54
H 0.38 4.83 3.50
C 3.10 1.53 6.81
H 3.24 -4.19 -4.28
C 3.20 -3.31 -3.64
H 0.42 -0.61 5.08
C -1.06 -0.92 0.37
C 0.38 3.88 1.57
H -3.81 -1.27 2.36
O -6.27 2.85 -1.23
C 1.17 -0.01 5.57
H -3.29 3.09 2.12
H 2.17 0.73 -3.58
C -1.57 2.95 0.84
I 1.72 0.80 2.70
O 1.65 0.92 0.16
N 0.25 0.65 -2.82
H -1.78 0.09 2.12
C -3.40 -2.48 0.63
C 1.17 0.37 -3.77
C -3.38 1.06 -2.46

---

Entry 6:
A structure of composition C28H29Cl3N8O5RhS. Source: the OMol25 dataset; level of theory: ωB97M-V with the def2-TZVPD basis set.

For the orbital gap (alpha / beta), the calculation gives 7.192 / 5.057 eV. As for the expectation value of S²: 6.012. As for the total charge: +1. As for the spin multiplicity: 5. The lowest unoccupied orbital energy (alpha / beta) is -3.6420 / -5.7488 eV.

Geometry (Å):
Cl 1.07 4.46 0.93
C 1.91 -4.81 0.45
C -0.75 2.97 -0.19
N 0.60 0.06 -2.35
H -1.63 -3.01 1.45
H 3.62 0.11 3.24
H -7.27 -5.76 -0.14
H -6.11 -6.70 -1.09
C 0.47 -0.05 4.49
H 0.19 -6.09 1.95
C -5.19 -3.80 0.46
O -1.64 -1.56 -1.79
C -1.15 -3.40 0.55
Cl -0.96 5.49 -0.86
C -4.48 -2.64 0.22
H -4.29 -1.92 1.01
N 0.12 -2.62 0.34
H 2.33 -0.18 7.30
H 3.59 0.35 -0.84
H -0.03 -6.36 -0.42
H 0.07 0.29 -5.64
N 1.07 -4.60 -0.73
O -0.85 -0.08 4.17
H 2.86 -4.29 0.31
N -0.90 -4.82 0.69
C 2.54 0.12 -0.99
C 0.62 0.22 -4.71
C 3.14 -0.03 5.32
H -0.86 -5.12 -1.38
C 2.68 0.15 -3.49
C 2.84 0.04 3.98
N -0.87 1.92 -0.63
H -5.16 -5.14 -2.65
H -0.50 -4.67 2.75
N 1.27 -4.32 1.67
O -2.71 -0.34 -0.09
Rh -0.45 -0.31 -0.35
C -0.06 0.13 -3.51
S -2.99 -1.01 -1.39
C 0.78 -0.13 5.84
N 2.23 0.03 1.26
H 2.11 -5.87 0.56
O -3.55 -0.18 -2.40
C -4.26 -3.28 -2.11
H -1.79 -3.24 -0.31
C -0.01 -5.03 1.84
H 0.17 -3.01 -1.74
C -4.02 -2.39 -1.07
C -0.22 -5.29 -0.52
C -6.20 -5.98 -0.28
H -5.56 -4.01 1.46
C 1.94 0.09 -2.32
C 1.00 -2.90 1.53
H -3.91 -3.05 -3.11
C 0.81 -3.18 -0.87
Cl -1.71 4.46 1.74
H -1.14 0.11 -3.47
H -0.03 -0.19 6.55
H 4.17 -0.02 5.65
C 1.22 0.07 2.11
C -4.97 -4.44 -1.84
O -0.02 0.15 1.70
H -5.85 -6.46 0.64
C -0.60 4.32 0.39
H 1.95 -2.38 1.40
H 3.76 0.16 -3.44
C 1.50 0.04 3.54
H -0.93 0.03 3.21
H 0.50 -2.53 2.42
H 2.56 0.24 -5.63
C 2.01 0.20 -4.70
H 1.75 -2.65 -1.00
C -5.43 -4.72 -0.56
C 2.10 -0.12 6.25
N 1.77 -0.06 0.00

---

Entry 7:
A structure of composition C20H34CdCl4F2O22S at a distorted geometry. Source: the OMol25 dataset; level of theory: ωB97M-V with the def2-TZVPD basis set.

For the orbital gap (alpha / beta), the calculation gives 9.718 / 4.797 eV. As for the expectation value of S²: 0.757. As for the total charge: +1. As for the spin multiplicity: 2. The lowest unoccupied orbital energy (alpha / beta) is -2.5570 / -7.4781 eV.

Geometry (Å):
C -3.95 5.13 -0.56
C 0.24 -1.06 -3.67
H 0.11 3.37 3.16
H -1.81 0.90 -5.35
C 2.44 -2.58 -0.92
H -5.71 -0.17 -2.91
O 3.55 -2.07 -1.63
H -0.80 5.05 -1.07
H 0.82 -1.75 -6.17
O 1.32 -1.74 -4.18
O -1.16 -3.73 2.19
H 3.20 -0.76 1.63
H -1.63 4.11 0.91
O -4.08 -0.28 -1.85
H 4.36 -0.54 -2.58
H 2.70 -0.22 -1.84
O -2.09 -0.04 -0.76
Cl 2.90 4.69 3.96
O -4.11 -0.05 0.39
C 3.04 -1.20 2.62
H -1.76 -4.86 -1.30
H 0.59 -3.76 3.30
Cd -0.14 -0.59 -0.52
H 4.71 -4.29 -1.39
H -5.72 -1.58 -1.96
C 2.35 -0.12 3.50
C -3.35 -0.11 -0.74
C -0.43 3.87 3.96
Cl 4.70 5.42 1.84
H -3.44 -5.04 -0.85
F -1.64 3.72 -2.24
O 0.38 0.35 1.07
F 1.45 -0.75 4.23
S 1.08 1.46 0.44
H 3.75 -5.49 -0.57
O 5.27 -0.78 5.13
C -5.47 -0.52 -1.91
C 3.68 -0.66 -1.73
H 2.37 -2.03 2.37
H -2.90 -3.52 -1.28
O -3.53 4.09 0.24
C -1.57 -3.26 1.03
C -1.77 4.56 -1.19
O -5.10 5.63 -0.59
H 3.39 3.38 2.18
H 0.36 -2.20 2.58
H 2.10 -2.65 -5.79
O -0.41 -0.43 -4.65
H -6.06 -0.04 -1.13
O -1.05 -2.27 0.44
H 3.48 -5.05 -2.35
H -0.19 4.92 4.07
H -2.32 -0.06 -4.08
H -0.70 -2.72 3.89
O 3.47 0.32 4.31
C -3.55 0.07 1.66
H -3.34 1.11 1.90
O 2.53 1.27 0.60
C 3.24 4.45 2.22
O -2.20 -4.21 0.62
C -2.57 -4.40 -0.73
H 2.39 4.81 1.65
H 2.02 0.78 2.98
H 4.12 -0.29 -0.80
C -2.13 3.74 0.02
Cl -2.16 3.85 3.52
Cl -0.27 3.01 5.57
H -4.34 -0.18 2.37
C -0.18 -3.05 2.99
O 0.70 2.84 0.90
H -1.15 1.23 -3.70
C 1.72 -1.66 -5.56
H 2.44 -0.89 -5.82
H -2.76 -0.60 2.00
O -0.07 -1.00 -2.48
C 4.37 -0.67 4.35
O 4.13 -1.50 3.37
C 3.71 -4.72 -1.34
O 2.68 -3.88 -0.67
H -1.99 2.66 -0.03
O 0.57 1.18 -0.90
O -2.93 5.41 -1.41
O 1.51 -1.82 -0.53
C -1.43 0.47 -4.43

---

Entry 8:
A structure of composition C5H8N2O2 at a distorted geometry. Source: the OMol25 dataset; level of theory: ωB97M-V with the def2-TZVPD basis set.

For the orbital gap, the calculation gives 9.935 eV. The lowest unoccupied orbital energy is 0.7992 eV.

Geometry (Å):
H -0.12 2.00 -1.69
C -1.96 -0.60 -0.07
C -0.38 1.85 -0.63
H 0.89 -2.20 -0.35
C 0.69 1.17 0.27
H 1.50 1.72 0.74
H 3.00 0.34 0.14
C 1.29 -0.23 -0.10
C -1.11 0.64 -0.21
H -2.57 -0.65 0.86
O -0.43 0.69 1.05
H -2.62 -0.81 -0.92
N 2.49 -0.56 0.02
H -0.65 2.78 -0.22
O -0.84 -1.60 0.24
H -0.54 0.10 -0.95
N 0.38 -1.30 -0.52

---

Entry 9:
A cluster of 2 separate species, C4H11NS2 in total at a distorted geometry. Source: the OMol25 dataset; level of theory: ωB97M-V with the def2-TZVPD basis set.

For the orbital gap, the calculation gives 8.104 eV. The lowest unoccupied orbital energy is -0.0238 eV.

Geometry (Å):
H 3.77 0.59 1.40
H 2.55 -0.77 -0.26
H -0.07 -2.23 -0.84
N -0.67 0.32 -0.64
H -2.71 -1.19 0.86
S -3.18 1.25 -0.58
H -3.59 0.02 -0.87
C -1.66 0.61 0.32
C -2.05 -0.51 1.25
H 4.18 1.82 0.01
H 2.59 0.62 -1.36
H -1.27 1.44 0.91
C 2.87 0.25 -0.41
C 3.72 0.92 0.36
H -2.47 -0.18 2.09
H -1.12 -1.08 1.42
H 0.10 -0.86 -2.19
S -0.97 -1.02 -1.49

---

Entry 10:
The ion C3H5N2OS with charge +1 at a distorted geometry. Source: the OMol25 dataset; level of theory: ωB97M-V with the def2-TZVPD basis set.

For the orbital gap (alpha / beta), the calculation gives 8.309 / 8.310 eV. As for the total charge: +1. The lowest unoccupied orbital energy (alpha / beta) is -6.6723 / -6.6718 eV.

Geometry (Å):
N -1.70 -1.77 0.41
O 2.10 -0.73 -0.12
H -0.53 2.67 0.22
H 2.82 -0.16 0.41
C 0.85 1.09 0.29
C -0.45 1.58 0.16
H 1.71 1.69 0.82
N 0.91 -0.15 -0.01
S -1.85 0.76 -0.22
H -1.44 -2.74 0.19
C -1.48 -1.06 -0.57
H -0.93 -1.19 -1.57

---

Entry 11:
A structure of composition C24H29N4PPtSe2Si at a distorted geometry. Source: the OMol25 dataset; level of theory: ωB97M-V with the def2-TZVPD basis set.

For the orbital gap, the calculation gives 7.229 eV. The lowest unoccupied orbital energy is 0.3539 eV.

Geometry (Å):
H -4.90 0.41 -1.19
C -1.49 0.12 -4.55
C 1.09 2.50 2.88
C 1.23 3.78 2.43
C -2.91 1.72 -3.46
C -3.86 -1.31 -1.98
H -1.90 -0.39 3.92
H 0.66 -3.24 3.74
H -3.49 3.42 -4.62
P -2.24 -0.50 -1.93
C 2.61 -2.14 -0.83
N 1.01 1.77 0.58
H 0.77 2.36 -1.83
Se -0.62 -1.91 -1.86
C -5.23 -3.21 -2.49
H 4.43 -3.31 -0.32
H -7.33 -2.98 -2.14
H -3.44 2.06 -2.57
Se -1.98 0.72 -0.16
H -2.24 2.68 -6.63
C 0.93 1.44 1.93
H 0.53 4.10 -1.60
C -1.51 0.90 -5.70
C -2.23 2.08 -5.73
H 2.06 -2.71 -1.55
H 2.04 0.27 5.26
C -3.98 -2.62 -2.43
C -2.93 2.49 -4.61
N 0.72 0.17 2.12
C -6.36 -2.51 -2.09
C -6.24 -1.20 -1.64
C 2.02 -0.66 4.67
C -2.20 0.52 -3.43
H 2.89 0.40 0.89
H -0.92 -0.80 -4.52
Pt 0.28 -0.18 -0.31
C 0.31 -2.54 2.98
C 1.14 3.25 -1.32
H -0.95 0.58 -6.57
H -7.12 -0.66 -1.32
Si 0.51 -0.76 3.54
H -5.32 -4.24 -2.83
N 3.08 -0.48 0.42
C -1.00 -0.23 4.52
H 2.04 -1.49 5.38
H -3.10 -3.17 -2.72
C 3.82 -2.43 -0.20
H 1.33 5.09 0.70
C -4.99 -0.60 -1.58
C 1.12 3.04 0.16
H 4.91 -1.11 1.25
H -0.95 0.83 4.77
H -1.10 -0.79 5.45
H 1.06 2.27 3.93
H 2.94 -0.70 4.09
H -0.73 -2.77 2.75
H 1.32 4.59 3.15
N 2.17 -0.94 -0.45
H 0.90 -2.70 2.07
C 4.08 -1.34 0.60
C 1.24 4.08 1.06
H 2.16 3.44 -1.67